Record 1
{
  "formula": "C3H2N4S2",
  "method": "ωB97M-V/def2-TZVPD",
  "total_energy_ev": -30770.2037,
  "largest_force_ev_per_a": 2.93,
  "lumo_energy_ev": [-0.61, -1.80],
  "elements": ["S", "S", "N", "N", "N", "N", "C", "C", "C", "H", "H"],
  "xyz": [[-2.4680, 0.4259, 0.2034], [-0.0812, 2.4217, 0.1159], [-1.7743, -2.8089, 0.2525], [-0.0419, -1.3666, -0.3629], [1.4308, 0.3419, -0.0487], [-1.1271, -1.8787, 0.1729], [0.1758, -0.0171, -0.2320], [1.4714, 1.6485, 0.1084], [-0.8973, 0.8771, 0.0033], [2.4252, 2.1601, 0.0363], [0.8866, -1.8038, -0.2491]],
  "forces_ev_per_angstrom": [[-0.81, -0.21, 0.03], [0.24, -0.08, 0.58], [0.63, -0.41, -0.25], [1.98, 0.22, -1.02], [1.12, 1.67, -0.29], [-2.20, -0.76, 1.25], [-2.58, 0.55, 0.82], [0.08, -0.50, -0.60], [2.75, 0.04, -1.02], [-0.32, 0.25, 0.33], [-0.87, -0.78, 0.18]],
  "nbo_charge": [-0.01, 0.43, 0.05, -0.39, -0.45, 0.13, 0.20, -0.16, -0.46, 0.23, 0.43]
}



Record 2
{
  "formula": "C9H15CuO6P",
  "method": "ωB97M-V/def2-TZVPD",
  "total_charge": 2,
  "total_energy_ev": -75769.2617,
  "largest_force_ev_per_a": 7.69,
  "spin_multiplicity": 2,
  "lumo_energy_ev": [-8.83, -12.68],
  "elements": ["Cu", "P", "O", "O", "O", "O", "O", "O", "C", "C", "C", "C", "C", "C", "C", "C", "C", "H", "H", "H", "H", "H", "H", "H", "H", "H", "H", "H", "H", "H", "H", "H"],
  "xyz": [[-0.0729, -0.2312, -2.0294], [0.1136, 0.2049, 0.2991], [1.1793, -0.8636, 1.0969], [-0.0716, 2.0651, -5.4877], [-2.6299, -1.4600, -2.8462], [1.4697, 1.0212, -0.3401], [-0.2661, 0.7723, 1.8726], [2.4826, -1.4640, -2.8448], [0.8643, -2.1790, 0.6925], [-2.6385, 0.2820, 2.0262], [-1.2264, -0.0505, 2.4944], [-0.0716, 1.4376, -4.5426], [1.3022, 2.4142, -0.1762], [1.4138, -3.1584, 1.7175], [-1.6352, -0.9817, -2.5283], [1.4883, -0.9842, -2.5277], [0.2804, 3.0025, -1.1522], [0.9544, -2.9662, 2.7101], [-1.0125, -1.1318, 2.3835], [0.5791, 2.7755, -2.1951], [-0.2342, -2.3634, 0.6279], [-3.3662, -0.3334, 2.5955], [1.0589, 2.6833, 0.8751], [-2.7489, 0.0603, 0.9464], [-1.1722, 0.1475, 3.5862], [1.3349, -2.4010, -0.2860], [2.5150, -3.0488, 1.7962], [2.2815, 2.8928, -0.3898], [0.2384, 4.1046, -1.0248], [-2.8516, 1.3569, 2.2077], [-0.7338, 2.5939, -0.9633], [1.1754, -4.1983, 1.4062]],
  "forces_ev_per_angstrom": [[-0.21, 1.58, 0.21], [5.37, -0.31, 5.50], [-2.26, 0.85, -2.52], [0.00, -1.26, 1.88], [3.73, 1.65, 1.09], [-3.08, -0.69, 0.91], [-0.03, 1.14, -3.63], [-3.66, 1.69, 1.11], [0.24, -2.75, -0.09], [-0.31, 0.29, 0.29], [-1.46, -1.10, 1.42], [-0.01, 1.08, -1.63], [1.00, 2.85, 0.16], [0.18, -0.14, 0.27], [-6.01, -2.32, -1.52], [6.15, -2.60, -1.85], [-0.15, 0.08, -0.29], [0.33, -0.17, -0.56], [0.16, 0.53, -0.14], [-0.13, 0.19, 0.52], [0.41, 0.33, -0.17], [0.40, 0.40, -0.41], [-0.02, -0.47, -0.54], [-0.01, 0.06, 0.31], [0.28, 0.21, -0.60], [-0.31, 0.08, 0.30], [-0.64, -0.11, 0.02], [-0.42, -0.54, 0.02], [-0.03, -0.70, -0.10], [0.03, -0.70, -0.18], [0.27, 0.20, -0.01], [0.18, 0.65, 0.21]],
  "nbo_charge": [0.77, 1.71, -0.71, -0.38, -0.29, -0.62, -0.62, -0.29, -0.11, -0.63, -0.12, 0.44, -0.14, -0.63, 0.41, 0.38, -0.64, 0.23, 0.19, 0.23, 0.17, 0.27, 0.23, 0.19, 0.27, 0.18, 0.25, 0.26, 0.29, 0.25, 0.20, 0.25]
}



Record 3
{
  "formula": "C4H11N2",
  "method": "ωB97M-V/def2-TZVPD",
  "de_lowest_ev": 3.143,
  "total_charge": 1,
  "total_energy_ev": -7297.8049,
  "largest_force_ev_per_a": 4.54,
  "smiles": "C[C@]1([NH3+])C[C@@H]1N",
  "lumo_energy_ev": -3.52,
  "elements": ["N", "N", "C", "C", "C", "C", "H", "H", "H", "H", "H", "H", "H", "H", "H", "H", "H"],
  "xyz": [[-1.5377, -0.6878, -0.4942], [2.0431, -0.1791, -0.3802], [-0.4146, 1.4763, -0.5163], [0.8272, -0.7828, 0.1379], [-0.4844, 0.0573, 0.0470], [0.1320, -0.3605, 1.3826], [-1.4478, -0.6285, -1.4593], [-0.5320, -1.0585, 1.9880], [-1.1913, 2.1529, -0.1192], [0.5218, 1.8700, -0.0505], [-2.4416, -0.3869, -0.2432], [-1.4766, -1.6094, -0.1541], [0.7130, -1.8922, -0.2465], [0.7469, 0.3951, 2.0833], [2.8838, -0.6264, -0.3708], [-0.4021, 1.6008, -1.6815], [2.0603, 0.6596, 0.0770]],
  "forces_ev_per_angstrom": [[-0.95, -0.60, 1.22], [-4.49, -0.33, -0.58], [0.70, 0.61, -0.18], [-0.02, -2.52, -2.03], [3.86, 2.31, 0.38], [-0.05, 0.64, 2.35], [0.00, -0.38, -2.62], [1.28, 0.69, -0.70], [0.02, -0.49, -0.15], [-0.69, 0.10, -0.95], [-1.72, 0.93, 0.46], [0.07, -1.98, 0.05], [0.17, 2.19, 0.98], [-1.88, -1.47, -1.84], [2.36, -1.92, 0.42], [0.21, -0.57, 2.18], [1.11, 2.79, 1.00]],
  "nbo_charge": [-0.62, -0.80, -0.64, -0.03, 0.03, -0.45, 0.44, 0.24, 0.24, 0.24, 0.43, 0.44, 0.21, 0.28, 0.40, 0.25, 0.35]
}



Record 4
{
  "formula": "C6H14ClNO2S",
  "method": "ωB97M-V/def2-TZVPD",
  "de_lowest_ev": 0.680,
  "total_energy_ev": -35388.1251,
  "largest_force_ev_per_a": 3.59,
  "smiles": "C=C(C)[C@H](C)Cl.C[S@](=N)(=O)O",
  "lumo_energy_ev": 0.50,
  "elements": ["Cl", "S", "O", "O", "N", "C", "C", "C", "C", "C", "C", "H", "H", "H", "H", "H", "H", "H", "H", "H", "H", "H", "H", "H", "H"],
  "xyz": [[2.0249, -0.7116, -1.3341], [-0.0253, -0.9205, 2.1068], [-1.4011, -0.1781, 2.6198], [1.0150, 0.0559, 2.4749], [-0.3071, -1.2923, 0.6825], [1.6628, 1.8839, -2.2506], [-0.8779, 0.0473, -2.2543], [-0.3423, 0.7082, -1.0205], [-1.0207, 1.2393, 0.0028], [1.1691, 0.9383, -1.1473], [-0.1730, -2.3977, 3.1171], [2.4138, 1.4168, -2.8048], [-0.7907, -2.2893, 3.9627], [0.3333, -1.0903, -0.0382], [-0.0411, -0.1155, -3.0138], [-1.3712, -0.8897, -2.1327], [-2.1546, -0.4005, 1.9600], [-2.0863, 1.4549, -0.2142], [0.7633, -2.7715, 3.4615], [1.4857, 1.3338, -0.2130], [-0.7661, -3.1216, 2.4597], [-1.6810, 0.7446, -2.6940], [0.8146, 2.1255, -3.0538], [-0.6066, 1.4564, 0.9547], [1.9626, 2.7738, -1.6310]],
  "forces_ev_per_angstrom": [[0.08, 0.53, -0.06], [-0.16, 1.97, -0.54], [-1.43, -0.88, -1.26], [-1.15, -2.09, -0.07], [-0.60, -1.78, 2.15], [-3.33, 1.32, 0.18], [-0.52, 2.07, -1.91], [1.30, 1.24, -0.98], [-1.07, 0.21, -2.43], [-0.81, -1.19, 0.39], [-1.04, -0.99, -1.56], [1.57, -0.30, -0.60], [-0.64, 0.86, 1.11], [0.91, 0.09, -0.41], [-1.30, 0.34, 0.90], [-0.21, -0.77, 0.58], [1.95, 0.44, 1.40], [0.44, -0.60, 0.75], [0.86, -0.30, -0.28], [0.62, -0.07, 0.88], [1.31, 0.89, 0.69], [1.14, -1.02, 0.26], [1.69, -0.24, 1.96], [0.44, 0.76, 0.37], [-0.04, -0.47, -1.51]],
  "nbo_charge": [-0.13, 2.20, -0.91, -0.92, -1.21, -0.63, -0.68, 0.01, -0.39, -0.17, -0.86, 0.23, 0.25, 0.41, 0.22, 0.24, 0.51, 0.20, 0.25, 0.22, 0.26, 0.22, 0.22, 0.22, 0.23]
}



Record 5
{
  "formula": "C2H7BS",
  "method": "ωB97M-V/def2-TZVPD",
  "de_lowest_ev": 4.551,
  "total_energy_ev": -13694.9147,
  "largest_force_ev_per_a": 2.94,
  "lumo_energy_ev": [0.08, 0.32],
  "elements": ["S", "C", "C", "B", "H", "H", "H", "H", "H", "H", "H"],
  "xyz": [[2.3303, 0.7606, 0.0684], [-2.0871, 1.8449, 0.0506], [0.6291, -1.7522, -0.1540], [0.9905, -0.2691, -0.2027], [-1.6726, 2.5261, 0.7961], [0.4979, -1.8528, -1.1905], [-2.4790, 0.9272, 0.3336], [-0.3923, -2.1309, 0.2971], [-2.3775, 2.2077, -0.9888], [3.0992, 0.1750, 0.8880], [1.4615, -2.4365, 0.1022]],
  "forces_ev_per_angstrom": [[-1.06, 2.28, -1.53], [0.12, 2.06, -1.86], [-1.23, -1.02, 1.91], [-0.81, -0.15, 0.37], [-0.12, -0.27, -0.44], [-0.36, -0.67, -1.90], [-0.52, -1.50, 0.60], [2.13, 1.04, -0.70], [0.65, -0.39, 1.68], [1.61, -1.65, 1.61], [-0.42, 0.26, 0.26]],
  "nbo_charge": [-0.16, -0.51, -1.08, 0.40, 0.17, 0.26, 0.16, 0.27, 0.17, 0.10, 0.23]
}